# 1
{
  "formula": "C16H20N4",
  "method": "ωB97M-V/def2-TZVPD",
  "relative_energy_ev": 10.965,
  "gap_ev": 8.100,
  "lumo_energy_ev": 0.6,
  "smiles": "c1cc[nH]c1.c1cc[nH]c1.c1cc[nH]c1.c1cc[nH]c1",
  "e_homo_ev": -7.5395,
  "elements": ["N", "N", "N", "N", "C", "C", "C", "C", "C", "C", "C", "C", "C", "C", "C", "C", "C", "C", "C", "C", "H", "H", "H", "H", "H", "H", "H", "H", "H", "H", "H", "H", "H", "H", "H", "H", "H", "H", "H", "H"],
  "positions_angstrom": [[0.580, 32.322, 22.050], [6.386, 36.753, 22.338], [3.960, 34.305, 21.527], [6.528, 33.106, 19.999], [7.255, 33.601, 18.961], [8.684, 32.954, 19.165], [8.675, 32.426, 20.629], [3.200, 32.060, 21.661], [3.939, 33.211, 22.380], [5.611, 36.415, 23.362], [4.289, 37.011, 22.981], [0.476, 30.946, 22.013], [2.815, 32.631, 20.287], [-0.754, 30.595, 22.788], [4.475, 37.766, 21.684], [3.457, 34.125, 20.344], [7.191, 32.578, 21.053], [-1.424, 31.782, 23.402], [5.874, 37.447, 21.236], [-0.510, 32.907, 22.786], [7.346, 36.590, 22.160], [6.611, 32.282, 21.999], [4.371, 35.042, 21.965], [1.251, 32.851, 21.558], [-2.333, 31.956, 23.878], [2.973, 31.097, 22.224], [6.105, 35.891, 24.225], [9.580, 31.931, 21.000], [4.134, 33.319, 23.515], [2.451, 32.257, 19.356], [3.783, 38.419, 21.086], [6.701, 34.163, 18.014], [1.335, 30.399, 21.519], [9.413, 33.085, 18.672], [-0.426, 33.939, 22.908], [5.624, 33.526, 20.245], [3.488, 37.064, 23.651], [-1.216, 29.490, 22.863], [6.496, 37.581, 20.292], [3.696, 34.877, 19.670]],
  "atomic_forces_ev_per_a": [[-5.0, -0.7, 2.9], [1.6, 0.7, -3.7], [-0.3, -4.5, 2.6], [-0.9, 2.0, 1.1], [3.4, -2.1, -1.7], [-14.5, 0.0, 10.5], [-4.4, 1.7, -3.8], [2.0, 4.2, -0.6], [-2.8, -3.1, -1.0], [-2.9, 1.7, -0.7], [4.2, 0.8, -1.6], [-2.3, 0.2, 1.6], [4.5, 3.9, 3.9], [0.1, -0.7, -0.2], [2.7, -2.1, 0.3], [-2.7, -5.7, -0.5], [4.4, -1.7, 0.0], [7.3, 1.6, -5.7], [-3.7, 0.3, 2.6], [-0.3, -5.4, 0.5], [1.0, -1.0, 0.9], [1.2, 0.5, -1.8], [1.2, 3.5, 0.5], [0.6, 0.6, -0.4], [-1.1, -0.1, 0.8], [0.4, 1.6, -1.3], [-1.2, 0.7, -0.9], [-0.9, 0.2, 0.4], [-0.2, -0.2, -2.4], [-0.3, -0.5, 0.0], [0.6, -1.1, 1.0], [1.8, -1.8, 2.8], [-2.0, 0.3, 0.7], [9.8, 1.7, -6.9], [-0.4, 1.5, 0.3], [0.3, -0.6, -0.6], [-1.2, 0.0, 0.6], [1.5, 2.8, -0.1], [-1.1, 0.0, 1.7], [-0.4, 1.0, -1.7]]
}



# 2
{
  "formula": "CH3N5",
  "method": "ωB97M-V/def2-TZVPD",
  "relative_energy_ev": 2.036,
  "gap_ev": 9.747,
  "lumo_energy_ev": 0.7,
  "smiles": "N=c1[nH]nn[nH]1",
  "e_homo_ev": -9.0556,
  "elements": ["N", "N", "N", "N", "N", "C", "H", "H", "H"],
  "positions_angstrom": [[-0.562, -0.451, 0.810], [-1.687, -0.649, -0.063], [-0.070, -0.099, -1.172], [-1.258, -0.579, -1.238], [1.720, 0.576, 0.408], [0.440, 0.255, 0.115], [1.757, 0.808, 1.322], [0.445, 0.291, -2.056], [-0.785, -0.150, 1.874]],
  "atomic_forces_ev_per_a": [[-1.5, 2.9, 3.0], [0.1, -1.5, 1.6], [6.3, 3.4, -3.0], [-1.8, 0.6, 1.0], [-4.6, -0.8, -5.1], [2.4, -2.8, -0.3], [0.4, 0.7, 4.0], [-1.6, -1.4, 2.2], [0.4, -1.1, -3.6]]
}



# 3
{
  "formula": "C4H2BrP",
  "method": "ωB97M-V/def2-TZVPD",
  "relative_energy_ev": 1.356,
  "gap_ev": 7.487,
  "lumo_energy_ev": -1.8,
  "smiles": "C#CP=C=CBr",
  "e_homo_ev": -9.3273,
  "elements": ["Br", "P", "C", "C", "C", "C", "H", "H"],
  "positions_angstrom": [[-3.607, 0.409, 0.157], [0.870, -1.574, -0.049], [2.350, 0.696, -1.045], [1.646, -0.039, -0.416], [-1.574, -0.201, 0.809], [-0.621, -0.869, 0.294], [-1.870, 0.149, 1.872], [2.806, 1.428, -1.622]],
  "atomic_forces_ev_per_a": [[2.1, -0.7, -0.1], [-1.7, 1.0, 0.5], [-0.2, 0.3, 0.1], [0.1, -1.2, -0.2], [-3.6, 1.3, 2.4], [1.1, -0.6, -0.2], [1.4, -0.9, -2.0], [0.7, 0.8, -0.5]]
}



# 4
{
  "formula": "C7H6N2O2",
  "method": "ωB97M-V/def2-TZVPD",
  "relative_energy_ev": 2.162,
  "gap_ev": 8.684,
  "lumo_energy_ev": 0.3,
  "smiles": "O=c1[nH]c2cccc(O)c2[nH]1",
  "e_homo_ev": -8.3858,
  "elements": ["O", "O", "N", "N", "C", "C", "C", "C", "C", "C", "C", "H", "H", "H", "H", "H", "H"],
  "positions_angstrom": [[-1.445, 2.243, 0.137], [3.293, 0.430, -0.283], [1.127, 0.998, 0.150], [1.552, -1.089, 0.365], [-0.727, -1.956, -0.088], [2.117, 0.101, -0.005], [-0.159, 0.376, -0.090], [-1.476, 0.911, 0.001], [-2.427, -0.084, -0.122], [-2.043, -1.464, -0.087], [0.126, -0.961, -0.089], [-3.008, -2.072, -0.054], [-2.379, 2.688, -0.052], [-3.510, 0.117, -0.054], [1.950, -1.936, 0.219], [1.196, 1.949, -0.061], [-0.248, -3.026, 0.443]],
  "atomic_forces_ev_per_a": [[-4.0, 2.3, -0.5], [-2.3, -1.4, 0.7], [-3.7, 0.2, -0.6], [-3.8, 2.1, -1.6], [-1.9, -4.3, 2.6], [4.1, 1.5, 0.4], [1.0, 1.1, 0.8], [3.3, -1.7, -1.0], [-0.6, -0.8, 0.6], [-2.8, -0.5, -0.3], [4.7, 1.2, 2.0], [1.9, 0.2, 0.0], [2.9, -1.6, 0.7], [0.7, 0.0, -0.2], [1.9, -2.7, -0.7], [0.7, 1.4, -0.4], [-2.2, 2.9, -2.2]]
}